[1]
Density functional theory data (ωB97M-V/def2-TZVPD) for C21H39INO2P2Ru as an isolated structure in a non-equilibrium geometry.

```
67
Properties=species:S:1:pos:R:3:lowdin_charge:R:1
C 1.312 -3.987 2.119 -0.0173
H 4.307 0.686 -1.592 0.0786
H -2.068 -1.779 0.838 0.0038
H 1.056 1.010 -4.031 0.0764
C -0.151 -3.616 1.925 -0.6151
C 0.388 -1.600 4.079 0.1101
C 2.845 0.454 0.956 -0.2118
C 0.021 1.418 -0.291 -0.3559
N -0.314 -2.149 1.777 0.1561
O 0.139 2.289 0.491 0.1425
H -3.131 0.958 0.995 0.0493
P -2.274 -0.203 -0.995 0.7286
C -0.333 0.515 4.997 0.0657
C -3.228 1.086 -0.095 -0.1984
C 0.628 -1.240 6.546 0.0279
C -2.773 -1.671 -0.004 -0.2405
C -3.216 -0.519 -2.530 -0.2211
H -1.658 -4.007 0.397 0.0650
H -0.587 0.562 -4.465 0.0968
H 1.368 -4.860 2.778 0.1121
O -1.118 2.787 -2.439 0.1127
H -2.417 2.332 3.750 0.1255
C 0.239 -0.753 5.178 -0.1468
Ru -0.096 0.151 -1.621 0.4825
I 0.246 -2.403 -2.119 0.8541
H -2.079 -3.925 2.859 0.1061
H 3.187 0.107 -2.873 0.0594
C 3.258 0.649 -1.920 -0.2378
H -0.257 -1.476 7.150 0.1306
H -3.796 -1.566 0.397 0.0888
C 3.225 -1.821 -0.563 -0.2664
C -0.503 1.780 -2.716 -0.4632
H -0.426 1.185 5.856 0.1569
H 1.227 -2.153 6.485 0.1016
H -1.169 0.278 1.702 0.0812
H 0.902 -2.549 4.200 0.1228
C -0.787 0.921 3.733 -0.1709
H -0.857 2.997 4.219 0.1112
H 1.200 -0.483 7.090 0.1190
H -4.293 1.014 -0.368 0.0842
H 2.854 -2.511 -1.326 -0.0238
H -2.844 2.072 -0.379 0.0521
C -0.622 -4.272 0.632 -0.0981
H 4.304 -1.659 -0.718 0.0851
C -1.343 2.295 3.545 0.0151
H 1.890 -3.173 2.566 0.0721
H -0.921 -5.281 3.011 0.1127
H 2.868 1.664 -2.049 0.0554
H -4.277 -0.664 -2.277 0.0839
H -3.100 0.348 -3.187 0.0568
H -0.536 -5.361 0.737 0.1165
H 2.253 0.009 1.771 0.0359
H 1.789 -4.258 1.170 0.0872
C 0.022 1.374 -4.053 -0.0266
H -2.824 -1.413 -3.032 0.0442
H -1.186 2.631 2.525 0.0705
H 2.724 1.541 0.998 0.0558
C -0.766 0.011 2.683 0.0985
H 0.009 -3.958 -0.218 -0.0740
H 3.907 0.202 1.135 0.0841
H 3.087 -2.284 0.421 0.0412
H 0.007 2.233 -4.732 0.1300
P 2.264 -0.245 -0.665 0.7625
C -1.028 -4.194 3.022 -0.0130
H -0.721 -3.832 4.004 0.0783
H -2.710 -2.559 -0.640 0.0402
C -0.213 -1.312 2.814 -0.2468
```

Summary:
F_max in eV/A: 5.135
Net charge: +3
2S+1: 5
HOMO energy (alpha / beta) in eV: -17.5 / -18.1
DFT total energy in a.u.: -2102.9939
Expectation value of S²: 6.056

=====

[2]
Density functional theory data (ωB97M-V/def2-TZVPD) for one molecule with the formula C19H27N3O5S in a non-equilibrium geometry.

```
55
Properties=species:S:1:pos:R:3:lowdin_charge:R:1
C 2.426 -3.546 -0.067 -0.1086
H -5.406 -1.738 2.148 0.0638
O 3.348 -2.551 0.285 -0.2129
H 0.462 5.153 1.383 0.1016
C -2.489 2.679 -0.178 -0.0343
C -1.134 0.763 -0.662 0.0291
H 3.282 -0.640 -0.737 0.1041
C 2.260 3.014 -0.032 0.0285
O 4.800 2.084 -0.258 0.0306
H 0.471 5.571 -0.346 0.1022
H 5.571 -1.043 -1.742 0.1244
H 2.542 -3.842 -1.117 0.0925
H -5.916 -2.509 0.132 0.0603
H 4.821 -3.263 -0.976 0.1249
C 5.579 -1.697 0.317 -0.1464
C -4.972 -0.742 2.145 -0.0747
C -1.361 3.441 0.030 0.0093
C -3.578 -0.749 1.521 -0.2490
H 1.996 5.406 0.537 0.0964
C 5.400 -0.611 -0.748 -0.1671
O -3.835 -0.046 -2.213 -0.2685
C 3.897 1.275 -0.425 -0.4491
O 1.398 -0.355 -0.886 0.0503
C -3.837 -2.272 -0.469 -0.2452
H -3.112 0.229 1.676 0.1111
C 0.026 1.509 -0.447 -0.0354
N 4.088 -0.019 -0.706 0.0886
H -1.036 -0.276 -0.935 0.1319
N -3.535 -0.974 0.096 -0.2735
H -1.473 4.479 0.294 0.1038
H -5.614 -0.070 1.582 0.0638
H 6.120 0.196 -0.585 0.1170
O -4.973 1.115 -0.368 -0.2850
C -2.371 1.340 -0.525 -0.2618
H -2.949 -1.505 2.001 0.1246
H -4.908 -0.393 3.173 0.0752
S -3.842 0.362 -0.841 0.6693
C 4.691 -2.911 0.061 -0.2430
C 1.331 0.834 -0.589 -0.3030
H -3.456 -3.031 0.219 0.1247
H -5.671 -1.709 -1.423 0.0685
H 5.329 -1.284 1.295 0.1220
C 2.463 1.706 -0.348 -0.0177
C -5.315 -2.503 -0.773 -0.0716
H -5.439 -3.457 -1.281 0.0769
H 2.539 -4.438 0.564 0.0883
H 3.137 3.628 0.131 0.1402
H -3.277 -2.332 -1.406 0.1117
H -3.478 3.097 -0.077 0.1168
C 0.988 5.012 0.436 -0.0185
H 4.976 -3.738 0.734 0.1232
C -0.085 2.872 -0.102 -0.1299
H 6.621 -2.017 0.326 0.1137
H 1.440 -3.111 0.077 0.0839
N 1.059 3.609 0.097 -0.0780
```

Summary:
F_max in eV/A: 1.136
HOMO energy in eV: -8.7
DFT total energy in a.u.: -1678.8756
SMILES: CCN(CC)S(=O)(=O)c1ccc2c(c1)c(=O)c(C(=O)NCCCOC)cn2C

=====

[3]
Density functional theory data (ωB97M-V/def2-TZVPD) for C21H44AlN2O16 as an isolated structure.

```
84
Properties=species:S:1:pos:R:3:lowdin_charge:R:1
H -2.649 0.474 2.863 0.0974
C -0.752 1.888 -3.810 -0.3017
H -1.969 4.702 -3.629 -0.1023
H 2.478 0.810 -8.915 0.1015
H 1.273 1.013 6.144 0.0960
H 2.471 -4.291 -9.314 0.0953
C -0.318 -4.707 6.157 -0.6287
C 3.464 0.409 -8.695 -0.0243
O 0.076 -5.313 7.285 -0.0053
O 0.447 -3.643 5.967 0.0084
C 0.134 -2.877 4.788 -0.0275
H 0.259 -3.492 3.899 0.0991
H -0.503 1.260 -4.674 0.0366
N -3.253 2.771 -0.155 -0.0178
H 3.727 5.573 7.932 0.0976
C -1.271 -2.990 -6.503 -0.0297
O -4.308 -4.184 -5.304 -0.0029
H -1.360 -0.041 -3.076 0.0867
H -0.247 -6.861 8.533 0.0898
Al -1.832 3.397 -4.583 0.2022
H 3.503 0.095 -7.654 0.0992
H 1.443 -3.568 -10.570 0.0961
H -0.325 0.481 -1.112 0.1025
H -1.101 0.524 1.984 0.0965
O 4.655 2.749 10.358 0.0036
C -1.881 1.125 2.448 -0.0235
H -4.762 -3.898 -3.294 0.0959
C 3.901 1.569 10.656 -0.0376
C -0.674 -6.484 7.608 -0.0503
O -1.318 1.950 3.487 0.0163
H 4.319 1.181 11.579 0.0920
C -0.841 2.540 -0.807 -0.2110
H -0.263 0.975 7.039 0.0951
O 3.387 3.020 8.510 0.1185
N -0.965 4.010 -6.217 0.0452
H -2.317 1.797 1.714 0.0584
H 0.212 2.193 -3.388 0.0376
H 2.887 -4.505 -11.035 0.0900
O 1.388 4.372 -6.147 0.0353
O 3.301 -2.669 -10.316 -0.0014
O -3.000 -2.470 -4.622 0.1305
C -1.541 1.006 -2.812 -0.2972
H -1.790 4.222 0.124 0.1032
C -1.170 1.143 -1.326 -0.2370
C -2.043 3.476 -0.634 -0.2732
O 3.768 -0.694 -9.566 0.0025
O 5.050 4.440 9.071 0.0045
C -3.227 -3.397 -5.350 -0.6275
O -2.443 -3.806 -6.347 0.0003
C 4.277 3.369 9.241 -0.6265
C -5.232 -3.825 -4.272 -0.0443
H -1.725 -6.241 7.752 0.0952
C -0.737 1.297 4.475 -0.6197
O 1.979 -1.773 -8.718 0.1221
H -1.549 -1.961 -6.716 0.1025
H -3.961 3.465 0.050 0.0635
O -0.250 2.185 5.347 0.0037
H -0.664 -3.020 -5.600 0.0979
H -2.000 0.755 -0.726 0.0848
H 0.833 -2.049 4.780 0.0841
H -5.596 -2.810 -4.421 0.0982
H -2.620 1.148 -2.952 0.0674
H -0.717 -3.406 -7.339 0.0874
C 2.464 -3.828 -10.299 -0.0447
C 4.748 5.200 7.894 -0.0339
H 4.880 4.592 7.002 0.0984
H -3.309 2.827 -4.940 -0.1108
H -0.581 -7.230 6.821 0.0951
H -0.878 -2.490 4.837 0.0901
O -0.649 0.098 4.594 0.0993
C 0.217 4.179 -6.157 -0.5407
O -1.217 -5.082 5.450 0.1213
H -2.234 4.024 -1.559 0.0417
H -6.050 -4.535 -4.351 0.0890
H -3.609 2.212 -0.923 0.0609
H -0.129 3.040 -1.465 0.0967
H 0.762 2.434 7.078 0.0856
H 4.004 0.837 9.859 0.0977
C 2.924 -1.715 -9.459 -0.6288
H 2.849 1.812 10.793 0.0966
H -0.345 2.433 0.164 0.0908
H 5.451 6.027 7.893 0.0925
C 0.419 1.604 6.468 -0.0409
H 4.226 1.155 -8.892 0.0929
```

Summary:
F_max in eV/A: 0.598
Net charge: -1
HOMO energy in eV: -5.0
DFT total energy in a.u.: -2382.4872

=====

[4]
Density functional theory data (ωB97M-V/def2-TZVPD) for a 2-piece molecular cluster, C4H8O2 overall.

```
14
Properties=species:S:1:pos:R:3:lowdin_charge:R:1
C 1.611 1.073 0.043 -0.0466
O -1.447 -0.139 0.737 -0.1527
H -2.530 0.910 -0.601 0.0873
H -0.552 -1.967 0.396 0.1000
H -0.288 -1.127 2.058 0.0947
C -1.892 0.044 -0.482 -0.0512
H 1.628 1.835 -0.743 0.0839
C 0.936 -0.129 -0.572 -0.4145
H 1.067 1.476 0.902 0.0747
H 2.645 0.864 0.324 0.0803
O 1.545 -1.044 -1.083 0.0131
H -2.011 -0.840 -1.104 0.1004
H -0.167 0.110 -0.878 0.0749
C -0.544 -1.064 1.004 -0.0442
```

Summary:
F_max in eV/A: 0.451
HOMO energy (alpha / beta) in eV: -7.9 / -8.0
DFT total energy in a.u.: -307.5251